{
  "formula": "H2O4S",
  "method": "ωB97M-V/def2-TZVPD",
  "elements": ["H", "S", "O", "H", "O", "O", "O"],
  "coordinates": [[-0.532, 1.244, -0.413], [0.352, -2.562, -1.325], [-1.136, -1.015, -0.063], [0.700, 1.441, 1.554], [0.827, 2.024, 0.677], [0.388, 1.086, -0.320], [-0.599, -2.218, -0.109]],
  "homo_ev": [-10.38, -10.38],
  "energy_ha": -700.01827,
  "total_charge": 0,
  "orbital_gap_ev": [7.40, 7.39],
  "multiplicity": 1
}



{
  "formula": "C28H46AlBr3CaCl5F3IN3O13P2S",
  "method": "ωB97M-V/def2-TZVPD",
  "elements": ["H", "C", "C", "C", "H", "C", "C", "H", "F", "H", "H", "O", "C", "H", "O", "H", "O", "H", "C", "H", "O", "F", "H", "O", "H", "O", "C", "P", "H", "H", "H", "H", "C", "H", "Br", "O", "H", "Cl", "C", "O", "Br", "C", "I", "O", "H", "H", "H", "H", "Cl", "H", "H", "H", "C", "C", "C", "C", "C", "Al", "H", "Cl", "H", "Cl", "C", "O", "Ca", "N", "H", "H", "Br", "H", "H", "Cl", "H", "C", "C", "F", "N", "S", "H", "O", "O", "N", "H", "C", "H", "H", "H", "H", "O", "H", "C", "H", "H", "C", "H", "H", "C", "P", "H", "C", "H", "C", "H", "C", "C", "H", "C"],
  "coordinates": [[-3.983, -1.432, -5.247], [0.267, 0.216, 0.703], [-0.651, 2.363, -0.119], [-2.470, 4.403, -0.146], [2.093, 1.464, 0.460], [2.978, 1.533, -3.190], [-1.653, 3.290, -0.940], [0.717, 0.460, -2.558], [-3.559, 6.446, 1.576], [2.784, -6.262, 4.048], [-3.196, -0.263, 5.112], [3.643, 2.911, 2.507], [-3.294, 0.269, 4.102], [3.018, -6.387, -2.019], [4.408, 1.532, 4.469], [-3.924, -2.181, -1.675], [4.011, 4.007, 4.758], [-1.014, 3.834, -1.743], [0.461, 1.574, -2.378], [-2.407, 2.675, -1.571], [-1.990, -4.412, -3.859], [-0.695, 6.117, -0.852], [-3.657, -2.610, -7.309], [-2.646, -3.797, -5.937], [0.070, -2.381, -1.809], [-3.858, -3.166, -4.153], [-2.164, 0.228, 3.004], [0.571, -1.612, 0.275], [-2.071, -2.471, -1.785], [-1.254, -0.392, 3.283], [-3.664, -4.374, -1.075], [2.991, -7.987, 4.379], [-2.791, -1.211, 0.038], [-5.735, 2.301, 2.226], [-2.419, 8.739, 0.550], [2.280, -4.305, -1.067], [5.208, 0.636, -3.066], [1.814, 6.249, 3.672], [-4.611, 1.051, 3.848], [2.059, -2.122, 1.012], [-3.260, 6.726, -1.781], [-2.970, -2.387, -1.081], [0.336, 3.743, 1.305], [1.836, -11.150, 1.437], [-2.260, -4.184, -0.270], [-3.890, 2.199, 0.395], [-5.469, 1.164, 4.588], [2.077, -10.229, 1.363], [0.973, 4.705, 6.002], [3.450, -6.992, -0.388], [-4.524, -4.051, -6.729], [-5.461, -2.420, -5.242], [-2.012, 5.920, -0.373], [-2.759, -3.845, -4.582], [-2.260, 0.930, 1.632], [-3.627, 1.682, 1.374], [-1.959, 0.020, -0.644], [6.286, 1.996, 0.176], [-0.026, 6.647, 5.100], [2.547, -7.547, 2.104], [-2.790, 0.643, -1.162], [5.618, -8.503, 3.251], [4.996, 1.112, -2.047], [0.808, -1.873, -1.406], [3.063, 5.401, 5.962], [3.178, -4.922, -0.511], [1.260, 2.453, -4.263], [-2.619, 4.191, 0.983], [-4.186, 8.785, -2.926], [-0.274, 5.215, 4.068], [1.118, 2.887, -0.877], [-1.177, 6.918, -3.278], [-2.193, -1.713, 0.887], [-1.154, 0.918, 0.477], [3.611, -6.204, -1.125], [-1.284, 6.633, 1.972], [-3.186, -3.728, -0.411], [1.166, 0.351, 2.344], [-1.284, -0.349, -1.485], [3.761, 1.890, -2.016], [2.065, 2.443, 4.418], [0.537, 2.019, -0.963], [4.955, 0.275, -1.253], [1.629, 2.399, -3.167], [-3.556, 4.360, -0.558], [-0.503, 1.763, -2.951], [-3.850, -0.917, 0.338], [2.541, 0.166, 2.140], [3.755, -4.573, 0.509], [3.547, 1.829, -4.157], [3.259, -7.180, 3.694], [5.031, -6.250, 2.859], [2.770, 0.396, -3.276], [4.760, -6.985, 3.619], [2.073, 0.308, -0.885], [2.429, -2.872, 0.474], [-2.304, 6.780, 0.984], [3.532, 2.712, 4.036], [5.828, 1.868, -1.777], [-4.371, -2.454, -5.271], [1.754, 3.469, -2.790], [0.444, 5.758, 4.681], [5.137, -6.634, 4.582], [-4.760, 1.737, 2.464], [-3.852, -3.238, -6.438], [4.667, -6.107, -1.376], [1.358, 0.961, -0.284]],
  "homo_ev": -4.94,
  "energy_ha": -14857.31474,
  "total_charge": 0,
  "orbital_gap_ev": 0.74,
  "multiplicity": 1
}



{
  "formula": "CH2O4S2",
  "method": "ωB97M-V/def2-TZVPD",
  "elements": ["H", "O", "S", "O", "H", "O", "O", "C", "S"],
  "coordinates": [[-0.379, 0.353, -1.835], [-2.372, -0.035, -0.811], [-1.033, 0.575, -0.652], [-1.095, 2.037, -0.870], [0.856, 1.052, 0.508], [0.524, -2.304, 1.269], [2.418, -0.754, 1.156], [-0.004, 0.245, 0.787], [1.085, -1.169, 0.449]],
  "homo_ev": 0.88,
  "energy_ha": -1136.50953,
  "total_charge": -2,
  "orbital_gap_ev": 5.33,
  "multiplicity": 1
}